This record from the Open Molecules 2025 dataset describes a molecular structure, C26H47AsBF4O5 at a distorted geometry. The level of theory is ωB97M-V/def2-TZVPD.

Element x y z (Å)
C  -5.31  -1.89  1.84
C  -4.70  -0.49  1.25
O  -4.73  -0.57  -0.19
C  -3.80  0.40  -0.80
C  -3.31  -0.18  -2.20
As  -1.38  -0.87  -2.30
C  -1.37  -1.44  -0.35
C  -0.60  -2.83  0.01
C  -0.88  1.07  -2.00
C  0.02  1.59  -0.84
C  -0.62  2.98  -0.22
C  0.65  3.85  0.31
C  1.15  3.40  1.78
C  0.09  3.81  2.92
C  0.92  4.64  4.05
O  0.33  4.35  5.35
C  1.02  3.21  5.93
C  0.61  -1.26  -2.61
C  1.66  -1.17  -1.45
C  2.45  -2.62  -1.43
O  2.76  -0.22  -1.75
C  3.27  0.41  -0.57
C  4.26  -0.47  0.32
C  3.66  -1.00  1.68
C  4.47  -1.91  2.65
C  5.91  -2.32  2.25
C  6.54  -1.78  0.93
C  5.72  -0.86  -0.05
B  -1.31  -0.42  -4.34
O  -0.47  -1.15  -5.30
O  -1.99  0.68  -4.97
C  -2.05  -2.69  -2.89
F  -1.12  -3.72  -3.21
F  -2.80  -2.47  -4.14
C  -3.19  -3.44  -1.99
F  -4.24  -3.97  -2.87
F  -2.69  -4.65  -1.37
H  -4.45  -2.64  2.01
H  -6.03  -2.39  1.09
H  -5.82  -1.75  2.84
H  -3.65  -0.40  1.68
H  -5.41  0.36  1.57
H  -4.46  1.34  -0.96
H  -2.98  0.75  -0.08
H  -3.51  0.71  -2.92
H  -4.10  -0.94  -2.53
H  -2.42  -1.71  0.06
H  -1.00  -0.67  0.40
H  -0.16  -3.38  -0.88
H  -1.22  -3.56  0.62
H  0.30  -2.54  0.68
H  -1.79  1.78  -2.05
H  -0.34  1.39  -2.98
H  0.30  0.98  0.07
H  1.04  1.96  -1.26
H  -1.03  3.59  -1.12
H  -1.39  2.78  0.59
H  0.27  4.95  0.40
H  1.51  3.89  -0.44
H  2.19  3.87  1.94
H  1.20  2.24  1.77
H  -0.79  4.43  2.51
H  -0.35  2.88  3.42
H  0.93  5.76  3.82
H  1.97  4.21  4.06
H  0.52  2.97  6.93
H  2.14  3.37  6.08
H  0.92  2.26  5.28
H  0.83  -2.17  -3.25
H  0.94  -0.38  -3.30
H  1.34  -0.91  -0.39
H  3.40  -2.53  -2.09
H  2.74  -2.81  -0.33
H  1.82  -3.47  -1.84
H  2.48  0.83  0.14
H  3.89  1.32  -0.93
H  2.59  -0.74  2.01
H  4.06  -2.31  3.63
H  6.55  -3.01  2.91
H  7.60  -2.08  0.61
H  6.13  -0.46  -1.03
H  -0.49  -2.11  -5.13
H  -1.48  1.06  -5.72
H  -3.76  -2.76  -1.29

## Properties
Lowest unoccupied orbital energy in eV: 2.3
Highest occupied orbital energy in hartree: -0.1503
Frontier orbital gap in eV: 6.40
Net charge: -1



This record from the Open Molecules 2025 dataset describes a molecular structure, C26H47B2BrFINO4P at a distorted geometry. The level of theory is ωB97M-V/def2-TZVPD.

Element x y z (Å)
C  -4.97  0.47  -1.28
C  -3.77  -0.07  -1.47
C  -2.16  -0.38  -1.53
C  -1.71  0.40  -2.92
C  -2.73  0.49  -3.97
C  -1.45  0.48  -0.33
C  -2.04  1.96  -0.19
O  -3.18  2.15  0.67
C  -3.98  3.28  0.21
C  -3.18  4.68  0.14
C  -1.26  -0.35  1.08
C  -2.70  -0.69  1.80
C  -2.94  -0.75  3.23
B  -0.49  0.67  2.08
O  -1.17  1.76  2.80
C  1.11  0.71  2.46
C  1.81  1.94  1.61
C  -0.56  -1.75  0.69
C  0.96  -1.62  0.07
C  2.11  -2.49  0.77
C  3.48  -2.15  -0.07
C  4.33  -0.92  0.56
C  5.15  -0.23  -0.68
C  4.37  1.11  -1.23
C  4.93  2.34  -0.34
C  4.20  3.76  -0.60
P  -0.35  -3.03  2.14
C  0.27  -2.26  3.75
O  -1.91  -3.67  2.62
N  -1.36  -2.59  -0.30
Br  -0.57  -4.31  -0.61
C  -1.87  -1.96  -1.54
I  -3.94  -2.85  -1.73
B  -1.20  -2.56  -2.95
C  0.20  -2.12  -3.64
O  -1.84  -3.66  -3.71
H  -5.98  0.66  -0.76
H  -0.66  0.85  -3.07
H  -3.03  1.47  -4.49
H  -3.28  -0.48  -4.32
H  -0.36  0.64  -0.71
H  -1.23  2.73  0.15
H  -2.38  2.40  -1.23
H  -4.43  3.11  -0.86
H  -4.87  3.43  0.93
H  -2.68  4.83  -0.90
H  -3.94  5.53  0.26
H  -2.40  4.77  0.99
H  -3.61  -0.96  1.12
H  -3.42  0.19  3.72
H  -2.66  -1.60  3.95
H  -1.05  1.61  3.78
H  1.25  1.04  3.58
H  1.66  -0.28  2.36
H  1.03  2.73  1.26
H  2.51  2.51  2.35
H  2.49  1.56  0.77
H  1.34  -0.51  0.05
H  1.01  -1.92  -1.05
H  2.00  -3.64  0.64
H  2.38  -2.23  1.86
H  4.15  -3.10  0.03
H  3.24  -2.02  -1.19
H  5.14  -1.37  1.27
H  3.64  -0.19  1.12
H  5.10  -0.99  -1.56
H  6.25  -0.03  -0.44
H  4.58  1.25  -2.37
H  3.24  0.93  -1.14
H  4.94  2.11  0.80
H  6.05  2.47  -0.62
H  4.85  4.45  -1.26
H  4.10  4.27  0.44
H  3.17  3.55  -1.06
H  0.22  -3.11  4.55
H  1.36  -1.90  3.76
H  -0.42  -1.42  4.19
H  -1.79  -4.15  3.48
H  -2.22  -2.87  0.25
H  1.07  -2.86  -3.37
H  0.16  -2.04  -4.80
H  0.59  -1.07  -3.28
H  -2.08  -3.33  -4.61
F  -6.65  -2.80  -2.22

## Properties
Lowest unoccupied orbital energy in eV: -1.8
Highest occupied orbital energy in hartree: -0.2620
Frontier orbital gap in eV: 5.35
Net charge: 0



This record from the Open Molecules 2025 dataset describes a molecular structure, C26H47BBrF3N4O4Si2 at a distorted geometry. The level of theory is ωB97M-V/def2-TZVPD.

Element x y z (Å)
C  -2.36  1.43  0.40
C  -2.12  0.42  0.99
C  -1.63  -0.89  1.47
Si  -0.13  -1.48  0.50
C  0.67  -2.88  1.55
C  0.64  -4.22  0.77
O  0.91  -5.27  1.69
C  1.73  -4.27  -0.33
F  1.32  -3.76  -1.49
F  2.88  -3.73  0.03
F  2.00  -5.56  -0.60
O  0.96  -0.22  0.44
Si  1.29  0.45  -1.08
B  -0.28  0.64  -2.28
O  -1.00  1.83  -2.41
O  -0.64  -0.45  -3.03
C  -2.01  -0.45  -3.46
C  2.76  -0.44  -1.92
Br  4.19  -0.47  -0.54
C  3.23  0.53  -3.05
C  3.59  -0.33  -4.29
H  -2.79  2.13  -0.29
H  -1.30  -0.76  2.52
H  -2.44  -1.63  1.53
H  -0.46  -2.08  -0.80
H  1.70  -2.56  1.71
H  0.10  -3.05  2.47
H  -0.34  -4.44  0.34
H  1.67  -5.00  2.21
H  1.79  1.82  -0.82
H  -0.41  2.51  -2.76
H  -2.24  -1.39  -3.97
H  -2.67  -0.39  -2.58
H  -2.23  0.37  -4.15
H  2.52  -1.44  -2.27
H  2.47  1.29  -3.28
H  4.13  1.08  -2.76
H  4.09  0.25  -5.08
H  2.66  -0.78  -4.65
H  4.27  -1.12  -3.93
C  -7.72  3.51  -1.86
C  -6.47  3.97  -1.12
C  -5.18  3.46  -1.75
C  -5.05  2.00  -1.65
N  -4.96  0.86  -1.58
H  -7.83  2.43  -1.82
H  -8.61  3.94  -1.40
H  -7.69  3.82  -2.90
H  -6.53  3.66  -0.08
H  -6.45  5.07  -1.12
H  -4.32  3.92  -1.25
H  -5.12  3.76  -2.80
C  -12.02  2.76  1.47
C  -11.72  1.57  0.57
C  -10.44  0.82  0.96
C  -9.24  1.64  0.76
N  -8.31  2.28  0.61
H  -11.24  3.52  1.39
H  -12.96  3.23  1.18
H  -12.09  2.46  2.51
H  -11.66  1.91  -0.47
H  -12.56  0.87  0.63
H  -10.36  -0.08  0.35
H  -10.50  0.50  2.00
C  7.16  -2.06  3.82
C  6.38  -3.21  3.20
C  5.10  -2.75  2.50
C  4.12  -2.21  3.43
N  3.34  -1.78  4.16
H  6.59  -1.57  4.61
H  8.09  -2.42  4.26
H  7.42  -1.31  3.07
H  6.15  -3.94  3.97
H  7.02  -3.71  2.47
H  4.66  -3.61  1.98
H  5.34  -2.01  1.73
C  9.72  1.46  2.24
C  9.98  1.36  0.74
C  8.70  1.13  -0.07
C  8.10  -0.17  0.21
N  7.63  -1.20  0.43
H  9.32  0.53  2.64
H  10.65  1.68  2.77
H  9.01  2.26  2.46
H  10.70  0.56  0.55
H  10.44  2.29  0.40
H  8.94  1.18  -1.14
H  7.98  1.92  0.13

## Properties
Lowest unoccupied orbital energy in eV: 0.5
Highest occupied orbital energy in hartree: -0.3333
Frontier orbital gap in eV: 9.54
Net charge: 0



This record from the Open Molecules 2025 dataset describes 6 unconnected molecules or ions with the total composition C26H47BBrN2O18. The level of theory is ωB97M-V/def2-TZVPD.

Element x y z (Å)
O  8.33  -5.09  3.81
C  7.17  -5.07  3.59
Br  6.43  -5.88  2.00
C  6.15  -4.43  4.53
C  4.89  -3.95  3.85
C  3.70  -4.62  4.03
C  2.60  -4.14  3.33
N  2.75  -3.09  2.55
N  3.86  -2.39  2.38
C  4.93  -2.80  3.02
B  6.26  -1.92  2.78
O  7.18  -2.38  1.91
O  6.37  -0.71  3.41
H  5.87  -5.22  5.24
H  6.63  -3.62  5.09
H  3.61  -5.48  4.67
H  1.62  -4.60  3.38
H  1.96  -2.74  2.01
H  8.09  -2.16  2.18
H  6.13  -0.72  4.34
C  1.17  3.63  -1.05
C  0.60  2.47  -0.27
O  1.26  1.23  -0.60
C  2.45  1.04  -0.05
O  3.01  1.76  0.73
O  2.93  -0.13  -0.49
C  4.24  -0.44  -0.02
H  1.13  3.42  -2.12
H  0.58  4.53  -0.85
H  2.20  3.83  -0.78
H  -0.44  2.31  -0.53
H  0.66  2.64  0.81
H  4.28  -0.36  1.06
H  4.98  0.23  -0.46
H  4.44  -1.46  -0.33
C  -6.82  3.25  -1.08
C  -5.89  4.30  -0.51
O  -4.51  3.90  -0.63
C  -3.98  4.04  -1.84
O  -4.52  4.50  -2.81
O  -2.72  3.57  -1.81
C  -2.07  3.59  -3.09
H  -6.63  2.28  -0.61
H  -7.85  3.53  -0.89
H  -6.68  3.14  -2.15
H  -6.05  4.43  0.56
H  -6.03  5.27  -0.99
H  -2.12  4.57  -3.55
H  -2.52  2.85  -3.75
H  -1.04  3.33  -2.90
C  -6.87  -2.40  -4.80
C  -5.91  -1.46  -5.49
O  -5.60  -0.31  -4.69
C  -4.73  -0.51  -3.71
O  -4.16  -1.54  -3.45
O  -4.57  0.64  -3.05
C  -3.70  0.56  -1.92
H  -7.77  -1.86  -4.50
H  -7.16  -3.21  -5.47
H  -6.42  -2.83  -3.90
H  -6.35  -1.06  -6.40
H  -4.98  -1.97  -5.77
H  -2.73  0.14  -2.20
H  -4.14  -0.04  -1.13
H  -3.57  1.59  -1.58
C  0.04  7.96  -7.75
C  -0.02  6.49  -8.08
O  -0.88  5.77  -7.17
C  -2.19  5.90  -7.42
O  -2.68  6.53  -8.31
O  -2.85  5.21  -6.49
C  -4.28  5.31  -6.58
H  0.33  8.11  -6.71
H  0.78  8.45  -8.39
H  -0.92  8.44  -7.90
H  0.96  6.02  -7.95
H  -0.34  6.32  -9.10
H  -4.62  5.05  -7.58
H  -4.60  6.32  -6.32
H  -4.67  4.60  -5.86
C  0.36  -7.27  9.32
C  1.74  -7.85  9.09
O  2.52  -7.05  8.19
C  3.05  -5.95  8.72
O  2.96  -5.58  9.85
O  3.73  -5.31  7.75
C  4.30  -4.07  8.16
H  -0.15  -7.11  8.37
H  -0.23  -7.95  9.93
H  0.42  -6.31  9.84
H  1.67  -8.82  8.61
H  2.28  -7.98  10.03
H  4.93  -4.18  9.04
H  3.53  -3.32  8.35
H  4.92  -3.74  7.32

## Properties
Lowest unoccupied orbital energy in eV: -5.1
Highest occupied orbital energy in hartree: -0.4316
Frontier orbital gap in eV: 6.68
Net charge: +1



This record from the Open Molecules 2025 dataset describes 3 unconnected molecules or ions with the total composition C26H47BN2O2. The level of theory is ωB97M-V/def2-TZVPD.

Element x y z (Å)
B  3.17  -4.24  -0.57
C  3.06  -3.01  -1.53
C  1.71  -2.42  -1.13
C  1.62  -1.15  -0.57
C  0.39  -0.64  -0.19
C  -0.76  -1.39  -0.35
C  -0.70  -2.66  -0.91
C  -1.95  -3.49  -1.12
C  0.55  -3.16  -1.29
H  3.59  -4.09  0.54
H  2.78  -5.31  -0.93
H  3.05  -3.28  -2.59
H  3.85  -2.28  -1.34
H  2.52  -0.55  -0.44
H  0.31  0.37  0.22
H  -1.73  -0.99  -0.05
H  -2.78  -3.10  -0.52
H  -2.25  -3.46  -2.17
H  -1.77  -4.53  -0.84
H  0.60  -4.16  -1.73
C  -0.75  -1.54  3.63
C  -2.23  -1.13  3.83
C  -2.46  0.32  3.41
C  -1.89  1.35  4.38
C  -2.39  1.09  5.80
C  -2.11  -0.34  6.28
N  -2.66  -1.29  5.26
O  -3.91  -1.51  5.39
C  -0.62  -0.55  6.53
C  -2.83  -0.61  7.60
C  -3.09  -2.06  2.98
H  -0.43  -2.26  4.37
H  -0.63  -2.00  2.65
H  -0.07  -0.69  3.65
H  -3.54  0.48  3.31
H  -2.03  0.46  2.41
H  -0.80  1.34  4.35
H  -2.20  2.35  4.07
H  -1.93  1.78  6.51
H  -3.47  1.26  5.84
H  -0.41  -1.60  6.76
H  -0.32  0.05  7.38
H  0.01  -0.26  5.69
H  -3.90  -0.40  7.53
H  -2.40  0.04  8.37
H  -2.71  -1.65  7.91
H  -2.98  -3.10  3.30
H  -2.74  -1.98  1.94
H  -4.14  -1.79  3.02
C  -0.53  2.90  -4.20
C  0.47  1.81  -3.78
C  1.30  2.26  -2.57
C  2.36  3.32  -2.91
C  3.24  2.85  -4.06
C  2.45  2.45  -5.31
N  1.41  1.45  -4.89
O  1.86  0.26  -4.82
C  1.84  3.68  -5.98
C  3.36  1.78  -6.33
C  -0.31  0.56  -3.41
H  -0.70  2.88  -5.28
H  -1.50  2.71  -3.73
H  -0.22  3.90  -3.92
H  1.80  1.39  -2.15
H  0.61  2.64  -1.81
H  1.89  4.27  -3.15
H  2.97  3.50  -2.03
H  3.96  3.63  -4.34
H  3.83  1.99  -3.73
H  1.18  3.38  -6.80
H  2.64  4.29  -6.40
H  1.27  4.32  -5.31
H  3.90  0.94  -5.90
H  4.09  2.51  -6.68
H  2.79  1.42  -7.18
H  -0.86  0.18  -4.28
H  -1.03  0.81  -2.63
H  0.33  -0.24  -3.04

## Properties
Lowest unoccupied orbital energy (spin up / spin down) in eV: 0.4 / 0.4
Highest occupied orbital energy (spin up / spin down) in hartree: -0.2948 / -0.3314
⟨S²⟩: 2.008
Frontier orbital gap (spin up / spin down) in eV: 8.45 / 9.44
2S+1: 3
Net charge: 0